The following is a DFT calculation (ωB97M-V/def2-TZVPD) of a cluster of 2 separate species, C2H3Br2FSi in total at a distorted geometry.

Geometry (Å):
C (-0.4085, -0.1290, 0.1898)
C (0.8241, 0.1996, 0.4142)
F (1.2407, 0.1204, 4.2874)
Si (0.6193, 1.0934, 3.1765)
Br (1.8703, 2.9490, 3.3615)
Br (-1.5012, 1.3246, 3.5775)
H (-0.7643, -0.4688, -0.7363)
H (-1.3131, -0.2035, 0.7517)
H (1.6151, -0.2263, -0.1350)

## Properties
total charge	0
energy above the lowest of the compared OMol25 structures with the same formula, charge and spin	346.87	kJ/mol
HOMO (spin up / spin down)	-8.83 / -8.83	eV
M	233.9	g mol⁻¹
Kohn-Sham gap (spin up / spin down)	7.7 / 7.7	eV

***

The following is a DFT calculation (ωB97M-V/def2-TZVPD) of a structure of composition C2H3Br2O4P at a distorted geometry.

Geometry (Å):
C (-0.2996, -1.3358, 0.7620)
C (-1.5053, -1.1466, 0.2770)
O (1.2098, 1.1579, 1.2888)
O (1.6629, -0.4077, -0.6890)
O (1.8345, 2.1867, -1.0390)
O (-0.4081, 1.0866, -0.7052)
P (1.0191, 0.8858, -0.2038)
Br (-2.6439, 0.2812, 0.6301)
Br (-2.3870, -2.5242, -0.7530)
H (0.2851, -2.2092, 0.5249)
H (1.0322, 2.5627, -1.3931)
H (0.2004, -0.5374, 1.3004)

## Properties
total charge	-2
energy above the lowest of the compared OMol25 structures with the same formula, charge and spin	87.47	kJ/mol
HOMO	0.25	eV
M	281.8	g mol⁻¹
Kohn-Sham gap	4.8	eV

***

The following is a DFT calculation (ωB97M-V/def2-TZVPD) of a structure of composition C2H3Br4P at a distorted geometry.

Geometry (Å):
C (1.3759, -0.4930, -0.3604)
C (0.2747, -0.3960, 0.5705)
P (-1.6352, 1.9469, -0.8143)
Br (-0.7445, -2.0157, 0.8170)
Br (0.5030, 0.5897, 2.2643)
Br (-2.3393, 0.0629, -1.7100)
Br (-2.5890, 1.9711, 1.1766)
H (1.2398, -1.1875, -1.2519)
H (2.3120, -1.0014, 0.0431)
H (1.6025, 0.5229, -0.7348)

## Properties
⟨S²⟩	2.009
total charge	0
multiplicity	3
energy above the lowest of the compared OMol25 structures with the same formula, charge and spin	0.00	kJ/mol
HOMO (spin up / spin down)	-8.04 / -10.18	eV
M	377.6	g mol⁻¹
Kohn-Sham gap (spin up / spin down)	8.1 / 8.3	eV

***

The following is a DFT calculation (ωB97M-V/def2-TZVPD) of a cluster of 2 separate species, C2H3BrCl2 in total at a distorted geometry.

Geometry (Å):
C (-0.5156, -0.2913, -0.6392)
C (0.1660, 0.5573, 0.4039)
Cl (1.4383, 1.5748, -0.0663)
Cl (-0.7381, 1.0595, 1.7560)
Br (1.8248, -1.6057, 1.4443)
H (0.0885, -0.7614, -1.4206)
H (-1.3378, -1.0241, -0.2263)
H (-0.9261, 0.4909, -1.2517)

## Properties
total charge	0
energy above the lowest of the compared OMol25 structures with the same formula, charge and spin	168.94	kJ/mol
HOMO (spin up / spin down)	-9.30 / -8.80	eV
M	177.9	g mol⁻¹
Kohn-Sham gap (spin up / spin down)	7.6 / 6.4	eV

***

The following is a DFT calculation (ωB97M-V/def2-TZVPD) of a structure of composition C2H3BrCl2 at a distorted geometry.

Geometry (Å):
C (-0.1329, -0.8536, -0.0733)
C (-0.0030, 0.6035, -0.0017)
Cl (-1.1702, 1.3597, 0.9508)
Cl (1.8526, 1.3151, 0.8698)
Br (0.0471, 1.3898, -1.7128)
H (0.0663, -1.4121, -1.0142)
H (0.5195, -1.1966, 0.7608)
H (-1.1794, -1.2059, 0.2206)

## Properties
total charge	0
energy above the lowest of the compared OMol25 structures with the same formula, charge and spin	82.04	kJ/mol
HOMO	-10.42	eV
M	177.9	g mol⁻¹
Kohn-Sham gap	9.7	eV

***

The following is a DFT calculation (ωB97M-V/def2-TZVPD) of a cluster of 2 separate species, C2H3BrCl2Si in total at a distorted geometry.

Geometry (Å):
C (0.3954, 0.5631, -1.4523)
C (0.0451, 0.7007, -0.1329)
Si (0.5987, -0.3390, 1.3151)
Cl (1.8801, -1.8605, 0.9594)
Cl (-0.2220, -0.2504, 3.1597)
Br (-3.2558, -1.2492, 0.0200)
H (0.0406, 1.2222, -2.3035)
H (1.1077, -0.2282, -1.9269)
H (-0.5897, 1.4413, 0.3614)

## Properties
total charge	0
energy above the lowest of the compared OMol25 structures with the same formula, charge and spin	410.50	kJ/mol
HOMO (spin up / spin down)	-7.27 / -7.25	eV
M	205.9	g mol⁻¹
Kohn-Sham gap (spin up / spin down)	4.4 / 4.3	eV

***

The following is a DFT calculation (ωB97M-V/def2-TZVPD) of the molecule C2H3BrClF at a distorted geometry.

Geometry (Å):
C (-0.7945, 0.2740, 0.1965)
C (0.6060, -0.2568, -0.1933)
F (0.8096, -0.4588, -1.5438)
Cl (0.9473, -1.8883, 0.6515)
Br (1.9345, 1.0709, 0.2679)
H (-1.1019, 0.3640, 1.2126)
H (-0.7770, 1.1888, -0.3514)
H (-1.6239, -0.2938, -0.2401)

## Properties
total charge	0
energy above the lowest of the compared OMol25 structures with the same formula, charge and spin	19.59	kJ/mol
HOMO	-10.78	eV
M	161.4	g mol⁻¹
Kohn-Sham gap	11.3	eV

***

The following is a DFT calculation (ωB97M-V/def2-TZVPD) of a structure of composition C2H3BrClNO at a distorted geometry.

Geometry (Å):
C (-1.3759, -0.0391, 0.8017)
C (-0.1179, -0.0002, 0.0728)
N (-1.0689, -0.8627, 2.5001)
O (-2.4792, 0.3033, 0.6600)
Cl (-0.0594, -2.2426, 2.2107)
Br (-2.7414, -1.2880, 3.1500)
H (0.7310, 0.0202, 0.7514)
H (-0.1161, 0.8615, -0.5944)
H (-0.0556, -0.9093, -0.5281)

## Properties
total charge	0
energy above the lowest of the compared OMol25 structures with the same formula, charge and spin	275.59	kJ/mol
HOMO	-8.85	eV
M	172.4	g mol⁻¹
Kohn-Sham gap	9.0	eV

***

The following is a DFT calculation (ωB97M-V/def2-TZVPD) of a structure of composition C2H3BrClNO2 at a distorted geometry.

Geometry (Å):
C (0.3401, -1.0505, 0.5472)
C (-0.5165, 0.0457, 0.0943)
N (0.1130, 0.7624, -1.0335)
O (1.2290, 0.3953, -1.3138)
O (-0.5699, 1.5756, -1.5746)
Cl (0.2798, 1.8123, 1.4550)
Br (-2.3498, 0.3369, 0.1264)
H (-0.1792, -1.9066, -0.0667)
H (0.2663, -1.1854, 1.6176)
H (1.3872, -0.7858, 0.1481)

## Properties
total charge	0
energy above the lowest of the compared OMol25 structures with the same formula, charge and spin	217.27	kJ/mol
HOMO (spin up / spin down)	-10.61 / -10.62	eV
M	188.4	g mol⁻¹
Kohn-Sham gap (spin up / spin down)	8.4 / 8.4	eV

***

The following is a DFT calculation (ωB97M-V/def2-TZVPD) of the molecule C2H3BrFI at a distorted geometry.

Geometry (Å):
F (0.5372, -1.4967, -0.9455)
C (0.7043, -0.2371, -0.5974)
I (0.7062, 1.0370, -2.3430)
C (-0.4986, 0.0894, 0.3966)
Br (-1.0834, 0.0657, 2.7192)
H (1.6789, -0.1320, 0.0723)
H (-1.3751, -0.4375, 0.0943)
H (-0.6695, 1.1112, 0.6036)

## Properties
total charge	0
energy above the lowest of the compared OMol25 structures with the same formula, charge and spin	184.90	kJ/mol
HOMO	-10.19	eV
M	252.9	g mol⁻¹
Kohn-Sham gap	8.5	eV

***

The following is a DFT calculation (ωB97M-V/def2-TZVPD) of a cluster of 2 separate species, C2H3BrN2 in total at a distorted geometry.

Geometry (Å):
C (-1.0654, -0.2971, 0.6729)
C (0.1540, -1.0112, 0.1248)
N (1.0204, 2.3280, 0.2836)
N (1.2200, 2.7422, -0.7275)
Br (-2.6295, -0.2644, -0.2982)
H (0.6516, -0.2155, -0.4924)
H (-0.1196, -1.9727, -0.4899)
H (0.7685, -1.3094, 0.9268)

## Properties
total charge	0
energy above the lowest of the compared OMol25 structures with the same formula, charge and spin	52.80	kJ/mol
HOMO (spin up / spin down)	-8.40 / -8.40	eV
M	135.0	g mol⁻¹
Kohn-Sham gap (spin up / spin down)	7.8 / 7.8	eV

***

The following is a DFT calculation (ωB97M-V/def2-TZVPD) of a cluster of 2 separate species, C2H3BrN2 in total at a distorted geometry.

Geometry (Å):
C (-0.8253, 0.7348, 1.1829)
C (-0.1009, -0.0126, 0.2086)
N (-2.1426, 1.0570, 1.3988)
N (-1.2839, 1.9174, 1.7110)
Br (0.0156, -0.4923, 3.4017)
H (-0.8700, -0.6920, -0.2471)
H (0.6965, -0.6498, 0.6454)
H (0.2672, 0.7786, -0.4125)

## Properties
⟨S²⟩	2.022
total charge	0
multiplicity	3
energy above the lowest of the compared OMol25 structures with the same formula, charge and spin	208.80	kJ/mol
HOMO (spin up / spin down)	-7.05 / -9.98	eV
M	135.0	g mol⁻¹
Kohn-Sham gap (spin up / spin down)	7.0 / 5.9	eV

***

The following is a DFT calculation (ωB97M-V/def2-TZVPD) of the molecule C2H3BrN2O4 at a distorted geometry.

Geometry (Å):
O (1.3502, 2.0163, -1.0307)
N (1.1313, 1.4190, -0.0087)
O (1.2215, 1.8198, 1.1586)
C (0.5862, -0.0327, -0.1595)
Br (2.1935, -1.0650, -0.4309)
C (-0.3629, -0.5443, 0.9770)
O (-1.4426, -1.1008, 0.2231)
N (-1.5941, -0.2312, -0.8866)
O (-0.2146, -0.1746, -1.4489)
H (0.0068, -1.3310, 1.5523)
H (-0.7857, 0.2144, 1.6308)
H (-2.0896, -0.9898, -1.5764)

## Properties
total charge	0
energy above the lowest of the compared OMol25 structures with the same formula, charge and spin	30.20	kJ/mol
HOMO	-10.15	eV
M	199.0	g mol⁻¹
Kohn-Sham gap	9.6	eV

***

The following is a DFT calculation (ωB97M-V/def2-TZVPD) of a cluster of 2 separate species, C2H3BrN4 in total at a distorted geometry.

Geometry (Å):
N (2.7376, -0.5641, 0.6281)
C (1.6007, -0.2051, 0.8649)
N (0.4455, -0.2153, 1.2267)
Br (-0.7915, 0.3631, 2.2710)
H (3.1881, -0.1753, -0.2153)
N (-1.1268, 1.3496, -1.0869)
C (-1.4395, 0.2208, -0.8908)
N (-1.6537, -0.9202, -0.5847)
H (-1.6324, 2.0261, -1.6440)
H (-1.3280, -1.8797, -0.5690)

## Properties
total charge	0
energy above the lowest of the compared OMol25 structures with the same formula, charge and spin	160.98	kJ/mol
HOMO	-9.21	eV
M	163.0	g mol⁻¹
Kohn-Sham gap	9.8	eV

***

The following is a DFT calculation (ωB97M-V/def2-TZVPD) of the molecule C2H3BrO at a distorted geometry.

Geometry (Å):
C (-0.5179, 0.7097, -0.3423)
C (0.2843, -0.5163, 0.0551)
O (-0.9678, 0.7702, -1.4807)
Br (1.2431, -0.1182, 1.7658)
H (-0.2900, -1.2951, 0.3273)
H (-0.5336, 1.4352, 0.5181)
H (0.7819, -0.9855, -0.8434)

## Properties
⟨S²⟩	2.007
total charge	0
multiplicity	3
energy above the lowest of the compared OMol25 structures with the same formula, charge and spin	58.65	kJ/mol
HOMO (spin up / spin down)	-6.85 / -10.57	eV
M	122.9	g mol⁻¹
Kohn-Sham gap (spin up / spin down)	7.5 / 7.6	eV

***

The following is a DFT calculation (ωB97M-V/def2-TZVPD) of the molecule C2H3BrO2 at a distorted geometry.

Geometry (Å):
O (-0.6196, -1.2415, -0.6720)
C (-0.3376, -0.2382, 0.1336)
Br (-1.4575, 0.0485, 1.6534)
C (0.9473, 0.4695, 0.0760)
O (-0.0611, 1.1900, -0.5811)
H (-1.5190, -1.2139, -1.0296)
H (1.3273, 0.9222, 0.9911)
H (1.7202, 0.0635, -0.5715)

## Properties
total charge	0
energy above the lowest of the compared OMol25 structures with the same formula, charge and spin	198.50	kJ/mol
HOMO	-10.19	eV
M	138.9	g mol⁻¹
Kohn-Sham gap	10.8	eV

***

The following is a DFT calculation (ωB97M-V/def2-TZVPD) of the molecule C2H3BrOS at a distorted geometry.

Geometry (Å):
C (-0.9106, 1.4623, -0.2353)
C (-0.0851, 0.2845, 0.0743)
O (-4.4792, -0.1112, -3.5917)
S (-3.5342, -0.8466, -2.7495)
Br (-2.5611, 1.0985, -1.0299)
H (-0.6412, -0.5488, 0.5095)
H (0.3489, -0.0896, -0.8592)
H (0.7295, 0.5811, 0.7301)

## Properties
total charge	0
energy above the lowest of the compared OMol25 structures with the same formula, charge and spin	514.52	kJ/mol
HOMO (spin up / spin down)	-8.32 / -8.39	eV
M	155.0	g mol⁻¹
Kohn-Sham gap (spin up / spin down)	7.0 / 7.1	eV

***

The following is a DFT calculation (ωB97M-V/def2-TZVPD) of a structure of composition C2H3CaO2 at a distorted geometry.

Geometry (Å):
H (0.1559, -2.4995, -0.9994)
C (-0.9529, -0.5883, 0.5806)
O (-1.2494, 0.5059, 0.1776)
O (0.3498, -0.8923, 0.5135)
C (0.5059, -2.2274, -0.0024)
H (1.5865, -2.3117, -0.1330)
H (-0.9324, -2.1414, 0.2149)
Ca (1.1176, 1.3654, -0.5524)

## Properties
⟨S²⟩	0.780
total charge	+2
multiplicity	2
energy above the lowest of the compared OMol25 structures with the same formula, charge and spin	415.32	kJ/mol
HOMO (spin up / spin down)	-18.91 / -19.24	eV
M	99.1	g mol⁻¹
Kohn-Sham gap (spin up / spin down)	8.3 / 8.1	eV

***

The following is a DFT calculation (ωB97M-V/def2-TZVPD) of a structure of composition C2H3CeO2 at a distorted geometry.

Geometry (Å):
C (0.7288, 0.2888, -0.2465)
C (-0.4966, 0.8931, -0.2507)
O (-1.5397, 0.3426, 0.3751)
O (0.6934, -0.9987, 0.2996)
H (0.8799, 0.4773, -1.3940)
H (1.4773, -1.5266, 0.1226)
Ce (-1.2339, -1.4550, 1.5122)
H (-0.5093, 1.9783, -0.4183)

## Properties
⟨S²⟩	0.753
total charge	+2
multiplicity	2
energy above the lowest of the compared OMol25 structures with the same formula, charge and spin	0.00	kJ/mol
HOMO (spin up / spin down)	-17.56 / -17.57	eV
M	199.2	g mol⁻¹
Kohn-Sham gap (spin up / spin down)	6.8 / 7.1	eV

***

The following is a DFT calculation (ωB97M-V/def2-TZVPD) of the molecule C2H3Cl2N at a distorted geometry.

Geometry (Å):
Cl (-0.4943, 0.3077, -2.4541)
C (-0.5012, 0.0798, -0.5173)
C (0.5271, 0.5184, 0.4128)
N (0.4419, -0.8633, -0.0295)
Cl (-0.1749, -1.7356, 1.3420)
H (-1.5419, 0.0164, -0.0518)
H (1.4194, 1.0105, -0.0675)
H (0.3239, 0.6660, 1.3653)

## Properties
total charge	0
energy above the lowest of the compared OMol25 structures with the same formula, charge and spin	219.13	kJ/mol
HOMO	-10.42	eV
M	112.0	g mol⁻¹
Kohn-Sham gap	10.6	eV